(1)
The following is a DFT calculation (wB97M-V/def2-TZVPD) of 4 unconnected molecules or ions with the total composition C3H16NO3 in a non-equilibrium geometry.

Atoms and positions in Å:
1 C 2.06312 -1.96445 -0.07949
2 C 1.79761 -0.47356 0.10634
3 N 0.31526 -0.19940 -0.14360
4 C 0.10888 1.22821 -0.36976
5 H 1.48180 -2.43591 -0.93680
6 H 3.11621 -2.33721 -0.35421
7 H 1.72858 -2.55290 0.76712
8 H 2.03579 -0.08763 1.14722
9 H 2.50346 0.13338 -0.45464
10 H -0.22302 -0.49294 0.59154
11 H -0.09786 -0.67364 -1.01109
12 H 0.36244 2.07998 0.41938
13 H -0.93863 1.53429 -0.38299
14 H 0.70299 1.52100 -1.32617
15 H -2.34592 0.63831 1.89066
16 H -2.43843 -0.86235 1.64514
17 O -2.00720 -0.07585 1.24758
18 H -1.73782 -0.87762 -2.27825
19 H -1.14687 -2.27096 -2.81822
20 O -0.91843 -1.47749 -2.38399
21 H -1.96651 3.70833 1.23046
22 H -0.83812 3.18709 2.02379
23 O -1.55730 2.75131 1.46999

DFT total energy	-403.5255	a.u.
multiplicity	2
LUMO energy (alpha / beta)	-7.419 / -15.517	eV
<S²>	0.756
highest occupied orbital energy (alpha / beta)	-19.21 / -19.03	eV
max |F|	4.8	eV Å⁻¹
Kohn-Sham gap (alpha / beta)	0.4334 / 0.1291	Ha
total charge	+2


(2)
The following is a DFT calculation (wB97M-V/def2-TZVPD) of 5 unconnected molecules or ions with the total composition C3H16NO4 in a non-equilibrium geometry.

Atoms and positions in Å:
1 C 1.79026 0.26826 0.40472
2 C 0.69929 -0.34732 -0.52113
3 C -1.06531 -0.33937 1.18408
4 N -0.25821 -0.98364 0.46352
5 H 2.05449 1.33420 0.20675
6 H 1.29176 0.41028 1.40313
7 H 2.72726 -0.22599 0.64599
8 H 0.24261 0.38045 -1.13360
9 H 1.02750 -1.13481 -1.16130
10 H -1.81522 -0.79347 1.81783
11 H -0.93473 0.75133 1.25711
12 H -0.41282 -2.06034 0.35085
13 H 0.83972 -4.24059 -0.33166
14 H -0.55547 -3.95149 -0.30059
15 O 0.21294 -3.60137 0.16617
16 H -0.87333 2.71598 2.74849
17 H -1.20643 3.44431 1.39304
18 O -1.21914 2.59713 1.84695
19 H 1.24635 0.55823 -3.19498
20 H 2.36875 -0.37973 -3.01637
21 O 2.08046 0.49126 -2.70932
22 H -2.55465 1.59078 -1.27096
23 H -3.12853 2.08770 0.07255
24 O -2.55754 1.42819 -0.32125

DFT total energy	-479.3277	a.u.
multiplicity	1
LUMO energy	-3.283	eV
highest occupied orbital energy	-14.74	eV
max |F|	3.6	eV Å⁻¹
Kohn-Sham gap	0.4211	Ha
total charge	+1


(3)
The following is a DFT calculation (wB97M-V/def2-TZVPD) of 4 unconnected molecules or ions with the total composition C3H16NO4 in a non-equilibrium geometry.

Atoms and positions in Å:
1 C -0.72082 -0.32794 0.93737
2 C -0.72670 -1.83702 0.63494
3 C 0.57987 -2.57891 0.17410
4 O 0.36521 -2.73572 -1.17176
5 N -1.19454 0.38002 -0.31256
6 H 0.09976 0.20431 1.34160
7 H -1.43457 -0.03727 1.70970
8 H -0.85698 -2.24773 1.69553
9 H -1.63226 -1.98150 0.00489
10 H 1.53304 -2.00314 0.12894
11 H 0.57963 -3.58442 0.72321
12 H 0.60122 -3.66857 -1.50622
13 H -1.99317 1.03800 -0.20486
14 H -1.56049 -0.34010 -0.97283
15 H -0.38651 0.91649 -0.79225
16 H 1.32520 2.70211 -1.22608
17 H 0.92277 3.51625 -0.01457
18 O 0.52323 2.72167 -0.53753
19 H -2.53047 2.77539 0.67297
20 H -1.16406 2.64727 0.89264
21 O -1.95823 2.16660 1.19626
22 H 3.55104 1.21038 -0.98307
23 H 2.99163 -0.02607 -0.26427
24 O 2.76003 0.93265 -0.67396

DFT total energy	-479.2966	a.u.
multiplicity	1
LUMO energy	-2.969	eV
highest occupied orbital energy	-13.52	eV
max |F|	6.6	eV Å⁻¹
Kohn-Sham gap	0.3878	Ha
total charge	+1


(4)
The following is a DFT calculation (wB97M-V/def2-TZVPD) of 5 unconnected molecules or ions with the total composition C3H16O4S in a non-equilibrium geometry.

Atoms and positions in Å:
1 C 1.51507 0.35579 0.75882
2 C 0.44165 -0.68923 1.43797
3 C 0.85072 -2.06270 1.05676
4 S -0.37951 -3.37476 1.35199
5 H 2.07236 0.83358 1.56544
6 H 1.03682 1.20763 0.31344
7 H 2.36580 -0.14031 0.29168
8 H 0.53138 -0.49202 2.48495
9 H -0.48826 -0.28686 1.02403
10 H 1.79510 -2.36797 1.53525
11 H 0.99871 -2.15103 -0.04952
12 H -1.26275 -3.13048 2.32426
13 H 0.71360 -1.86814 -1.48331
14 H -0.37185 -2.54969 -2.13908
15 O 0.25234 -1.83533 -2.34022
16 H -2.77599 2.24421 0.12501
17 H -1.87471 1.56377 -0.66597
18 O -1.90231 1.84358 0.28958
19 H 0.18513 2.95084 -0.60491
20 H -1.09539 3.68280 -0.17039
21 O -0.30451 3.76170 -0.71792
22 H -0.83819 0.06165 -1.96576
23 H -0.32588 1.48401 -2.25571
24 O -1.13933 0.95898 -2.16638

DFT total energy	-822.9891	a.u.
multiplicity	1
LUMO energy	0.493	eV
highest occupied orbital energy	-9.42	eV
max |F|	4.0	eV Å⁻¹
SMILES	CCCS.O.O.O.O
Kohn-Sham gap	0.3644	Ha
total charge	0


(5)
The following is a DFT calculation (wB97M-V/def2-TZVPD) of 5 unconnected molecules or ions with the total composition C3H16O4S in a non-equilibrium geometry.

Atoms and positions in Å:
1 C 2.39841 -0.06260 -1.18243
2 C 1.10624 0.30048 -0.44169
3 C 1.40358 1.01018 0.86189
4 S -0.00566 1.18098 2.02150
5 H 2.16554 -0.36416 -2.20290
6 H 2.97139 -0.86230 -0.70813
7 H 3.11491 0.76454 -1.22885
8 H 0.51748 0.85109 -1.16359
9 H 0.56334 -0.61640 -0.21123
10 H 1.76579 2.01908 0.67390
11 H 2.14856 0.46366 1.43817
12 H -0.62915 2.18616 1.38075
13 H -0.61363 -1.37074 4.16511
14 H -0.25968 -2.50457 3.13918
15 O -0.79875 -1.72582 3.29316
16 H -1.89938 1.16715 -0.77727
17 H -2.03452 -0.29180 -0.39699
18 O -1.75715 0.28421 -1.13133
19 H -0.66081 1.34553 -4.31246
20 H -1.09790 0.17245 -3.45335
21 O -0.44542 0.42857 -4.11853
22 H -2.17349 -1.15222 1.99179
23 H -2.98256 -2.08065 1.11774
24 O -2.79712 -1.14281 1.24557

DFT total energy	-823.0359	a.u.
multiplicity	1
LUMO energy	0.283	eV
highest occupied orbital energy	-8.91	eV
max |F|	1.1	eV Å⁻¹
SMILES	CCCS.O.O.O.O
Kohn-Sham gap	0.3379	Ha
total charge	0


(6)
The following is a DFT calculation (wB97M-V/def2-TZVPD) of a molecular structure, C3H17B3Be2Cl7 in a non-equilibrium geometry.

Atoms and positions in Å:
1 Be 21.82386 6.95394 -1.43602
2 Be 21.83655 6.50985 -5.58760
3 B 23.71198 6.87993 -3.50374
4 H 23.43602 7.63280 -2.78175
5 H 22.96879 6.09921 -3.45485
6 H 23.73002 7.30754 -4.49423
7 H 24.68304 6.47548 -3.26353
8 B 20.38314 7.09125 -3.62413
9 H 19.81793 7.18099 -4.53885
10 H 20.57374 6.03142 -3.55577
11 H 21.29418 7.66925 -3.63678
12 H 19.81022 7.41887 -2.77050
13 B 22.87024 4.33913 -5.27666
14 H 23.44109 5.23772 -5.45246
15 H 23.56236 3.51778 -5.17368
16 H 22.32036 4.50145 -4.36259
17 H 22.14796 4.19521 -6.06522
18 C 22.15824 10.90366 -6.56548
19 Cl 20.67366 11.08924 -7.40343
20 Cl 23.40692 11.03238 -7.74832
21 Cl 22.22831 9.33502 -5.76856
22 H 22.09637 11.69261 -5.81593
23 C 16.49616 7.75220 -0.73461
24 Cl 18.05627 6.76208 -0.60358
25 Cl 16.21205 8.10904 -2.49690
26 H 15.68311 7.19956 -0.26383
27 H 16.50606 8.73413 -0.26153
28 C 17.78673 4.50256 -3.35246
29 Cl 19.36405 3.87927 -2.74767
30 Cl 16.40329 3.80080 -2.50875
31 H 17.84596 5.57590 -3.17208
32 H 17.71063 4.42281 -4.43687

DFT total energy	-3449.0066	a.u.
multiplicity	1
LUMO energy	-8.770	eV
highest occupied orbital energy	-13.28	eV
max |F|	6.6	eV Å⁻¹
Kohn-Sham gap	0.1659	Ha
total charge	+1


Please write out number 1 again, unchanged.
The following is a DFT calculation (wB97M-V/def2-TZVPD) of 4 unconnected molecules or ions with the total composition C3H16NO3 in a non-equilibrium geometry.

Atoms and positions in Å:
1 C 2.06312 -1.96445 -0.07949
2 C 1.79761 -0.47356 0.10634
3 N 0.31526 -0.19940 -0.14360
4 C 0.10888 1.22821 -0.36976
5 H 1.48180 -2.43591 -0.93680
6 H 3.11621 -2.33721 -0.35421
7 H 1.72858 -2.55290 0.76712
8 H 2.03579 -0.08763 1.14722
9 H 2.50346 0.13338 -0.45464
10 H -0.22302 -0.49294 0.59154
11 H -0.09786 -0.67364 -1.01109
12 H 0.36244 2.07998 0.41938
13 H -0.93863 1.53429 -0.38299
14 H 0.70299 1.52100 -1.32617
15 H -2.34592 0.63831 1.89066
16 H -2.43843 -0.86235 1.64514
17 O -2.00720 -0.07585 1.24758
18 H -1.73782 -0.87762 -2.27825
19 H -1.14687 -2.27096 -2.81822
20 O -0.91843 -1.47749 -2.38399
21 H -1.96651 3.70833 1.23046
22 H -0.83812 3.18709 2.02379
23 O -1.55730 2.75131 1.46999

DFT total energy	-403.5255	a.u.
multiplicity	2
LUMO energy (alpha / beta)	-7.419 / -15.517	eV
<S²>	0.756
highest occupied orbital energy (alpha / beta)	-19.21 / -19.03	eV
max |F|	4.8	eV Å⁻¹
Kohn-Sham gap (alpha / beta)	0.4334 / 0.1291	Ha
total charge	+2


- Which value of total charge does entry 3 give?
  +1


- Number 6 is which compound?
  C3H17B3Be2Cl7